118
Properties=species:S:1:pos:R:3 method="wB97M-V/def2-TZVPD" fmax_ev_per_a=2.36 e_homo_ev="-1.34 / -1.63" charge=-2 gap_ha="0.1698 / 0.1371"
H 17.68371 10.89559 15.69736
C 16.54052 8.71036 18.58190
C 19.44283 11.89714 13.61691
H 14.43109 7.90966 15.70858
C 14.30542 8.47806 8.82312
H 18.77202 15.91650 10.72495
Cl 7.31430 10.52252 10.88270
H 14.58054 14.45113 14.81949
N 13.29004 11.97928 17.25186
O 10.01241 9.91135 9.29837
N 12.98279 8.90839 13.71071
H 20.27408 12.22496 12.98735
C 17.80128 13.91942 16.94577
H 16.59597 16.77886 11.50825
H 11.33156 11.16216 8.30122
S 13.51423 6.98607 8.49235
H 14.27290 9.81914 20.27432
H 14.29536 7.68723 12.58473
H 17.43919 15.96942 17.46941
H 11.00872 6.64991 15.97240
C 12.13595 9.17928 8.39244
O 12.45673 12.58193 14.81744
S 19.45844 5.59240 18.35928
H 17.85658 10.75840 17.42567
N 12.65899 9.46208 16.71208
H 13.77864 10.55475 8.90857
H 17.36714 11.35269 13.43971
H 13.42285 6.44534 15.64229
C 16.02760 15.00170 12.51869
S 18.19224 7.44039 20.28317
H 13.73840 16.01450 14.88294
C 16.88636 15.76444 11.76751
C 11.02952 12.62980 17.59144
H 12.16360 7.62083 10.81155
C 17.21086 12.66186 16.80644
C 12.45540 8.19391 16.40176
C 16.38734 13.64012 12.89996
H 13.68558 13.72256 12.65424
H 19.33932 12.61761 14.42678
C 18.01936 11.43455 16.58410
C 15.13028 13.50738 17.31689
H 15.05296 15.57437 17.96291
H 6.75617 13.16086 11.64492
C 18.37634 6.78926 18.68763
C 18.10932 15.28644 11.30862
C 11.64348 10.27432 16.97263
C 12.76941 14.24921 17.70406
H 18.61280 9.90448 11.95002
H 14.64030 16.61244 12.68148
C 18.14144 11.80782 12.81348
S 15.34398 9.74977 18.02734
C 7.81637 13.08221 11.45952
H 11.59760 12.79597 10.78054
C 14.62830 15.49938 14.52098
C 17.67292 13.18304 12.41751
H 14.05185 7.04933 17.19116
C 10.08997 9.32483 11.66034
C 14.70999 15.55931 12.99585
C 8.38144 11.86753 11.09167
H 15.51465 15.95440 14.96867
H 10.69539 14.70935 17.98927
C 12.29502 8.12750 11.74731
C 10.09003 8.50954 16.52817
H 19.43817 13.61665 11.31884
H 13.08906 15.27329 17.80369
H 9.07397 8.14757 16.42336
H 9.58316 8.48723 11.17120
C 10.54029 12.86564 10.98489
O 11.71072 11.86521 12.92480
Cl 16.66650 8.78679 14.19136
H 18.85904 14.05006 16.75896
Cl 7.95921 15.69014 12.06547
N 15.90136 12.50150 16.92249
H 15.34680 8.47217 9.08607
H 11.48752 10.55933 10.60311
C 11.42864 13.93681 17.79125
H 10.63811 14.95767 11.43721
C 12.01581 7.82590 8.24424
C 10.00054 14.09281 11.33637
C 10.32053 9.82222 16.90548
C 14.70372 9.47587 21.21274
C 16.98698 8.64515 19.87409
C 11.16326 7.67627 16.27993
C 8.64617 14.17988 11.59774
H 12.59604 15.10857 12.76311
S 16.50374 9.75859 21.13701
H 10.42802 9.95219 7.34842
H 13.56341 14.84820 11.29013
C 13.46612 9.53825 8.73162
N 11.28640 8.87543 12.30740
C 11.77120 9.32943 13.48830
C 10.96986 10.12384 8.28500
Tl 14.66374 10.86133 15.02943
H 14.34128 10.06463 22.05114
C 18.34302 10.90021 11.60042
C 13.33036 8.15707 12.63240
H 9.44093 9.75107 12.42820
S 17.31613 7.50020 17.50960
H 11.18344 9.90251 14.17922
H 9.48095 10.47037 17.11388
C 17.01113 14.98304 17.33981
H 17.42679 10.82748 11.01422
C 13.68779 13.22827 17.44297
N 11.69476 12.69647 13.85005
N 15.58771 12.96085 13.63532
H 14.51639 8.41453 21.35874
H 19.68248 10.91961 14.03296
H 19.08290 11.65689 16.50716
C 11.99987 11.67006 17.29324
C 10.40353 10.39508 10.58268
C 18.47855 13.99428 11.65571
C 9.74504 11.72501 10.87681
C 13.55760 14.76763 12.37888
H 9.98048 12.37828 17.63735
C 15.66774 14.76819 17.58962
Cl 10.58114 6.97620 7.87406
C 13.65590 7.33956 16.21684
H 19.13572 11.28155 10.95398